Formula: C27H64NO16S7
Source: the OMol25 dataset
Level of theory: the ωB97M-V functional and the def2-TZVPD basis

Properties
**Total charge**: 0
**Total energy**: -5112.9378 Ha
**2S+1**: 2

CARTESIAN COORDINATES (ANGSTROEM)
C  -1.0884  -1.1603  -4.4485
C  -2.1641  -0.3564  -3.7032
C  -1.9745  -0.7239  -2.2236
C  -3.5124  -0.8319  -4.2607
C  -4.7447  0.0443  -3.9440
S  -5.3143  -0.2550  -2.2328
C  -5.8399  -0.3577  -4.9830
C  -7.3043  -0.2506  -4.5852
C  -7.7811  1.1457  -4.1911
S  -7.8873  2.2565  -5.6193
C  -4.3776  1.5211  -4.1508
C  -3.0309  2.0040  -3.6103
C  -3.0745  2.3164  -2.1048
C  -2.7516  3.3516  -4.3031
N  -1.9196  1.0840  -3.9594
O  -1.3395  1.3397  -5.0769
H  -1.2871  -1.1911  -5.5119
H  -1.1459  -2.1848  -4.0909
H  -0.1061  -0.7621  -4.2379
H  -0.9060  -0.7787  -2.0436
H  -2.4143  -0.0150  -1.5359
H  -2.3610  -1.7198  -2.0522
H  -3.4339  -0.9192  -5.3422
H  -3.7146  -1.8178  -3.8595
H  -5.1533  -1.5775  -2.0764
H  -5.6445  -1.3925  -5.2587
H  -5.7164  0.2261  -5.8899
H  -7.8789  -0.5101  -5.4734
H  -7.5888  -0.9821  -3.8387
H  -7.1825  1.5762  -3.3999
H  -8.7781  1.0483  -3.7787
H  -6.6824  2.8440  -5.6090
H  -4.3537  1.6734  -5.2259
H  -5.1470  2.1894  -3.7757
H  -3.7174  1.6398  -1.5539
H  -3.4451  3.3217  -1.9502
H  -2.0751  2.2667  -1.6858
H  -2.9242  3.3039  -5.3701
H  -1.7451  3.6806  -4.0771
H  -3.4508  4.0776  -3.9009
O  -5.3749  4.4423  -0.3454
S  -6.6261  3.8076  -0.0571
O  -7.8063  4.1796  -0.7776
O  -6.9111  3.9296  1.5058
C  -6.8406  5.2448  2.0999
C  -8.0546  6.1007  1.7871
C  -6.4396  2.0600  -0.1138
H  -5.9217  5.7387  1.7806
H  -6.7665  5.0677  3.1700
H  -8.1019  6.3539  0.7287
H  -8.0104  7.0279  2.3585
H  -8.9775  5.5782  2.0378
H  -5.5639  1.7781  0.4641
H  -6.3100  1.7798  -1.1546
H  -7.3380  1.5981  0.2883
O  -7.5595  1.2856  3.6634
S  -8.1766  2.3126  4.4461
O  -7.4094  3.4242  4.9204
O  -8.9222  1.6330  5.6793
C  -8.1546  0.7428  6.5151
C  -7.2350  1.4844  7.4650
C  -9.6094  2.9054  3.6169
H  -7.6015  0.0398  5.8903
H  -8.8926  0.1722  7.0755
H  -6.4410  2.0005  6.9271
H  -6.7752  0.7830  8.1614
H  -7.7907  2.2326  8.0299
H  -10.2029  2.0550  3.2938
H  -9.2621  3.4765  2.7590
H  -10.1696  3.5412  4.2975
O  0.6380  -3.1048  -1.5597
S  1.0390  -3.9301  -0.4602
O  0.6567  -3.5884  0.8746
O  2.6130  -4.1398  -0.5253
C  3.4462  -2.9601  -0.6088
C  3.5876  -2.2477  0.7186
C  0.5836  -5.6014  -0.7780
H  3.0597  -2.2942  -1.3820
H  4.4169  -3.3203  -0.9434
H  2.6393  -1.8110  1.0346
H  4.3214  -1.4519  0.6347
H  3.9074  -2.9412  1.4937
H  0.9041  -5.8674  -1.7812
H  -0.4993  -5.6583  -0.6945
H  1.0533  -6.2373  -0.0329
O  6.5039  -2.1020  1.5907
S  7.4776  -1.1726  2.0825
O  7.9166  -0.0888  1.2608
O  8.7404  -1.9848  2.6097
C  9.3515  -2.9352  1.7084
C  10.2098  -2.2727  0.6519
C  6.9550  -0.5412  3.6407
H  8.5796  -3.5638  1.2615
H  9.9657  -3.5738  2.3403
H  9.6056  -1.6896  -0.0429
H  10.7532  -3.0255  0.0823
H  10.9279  -1.5961  1.1111
H  6.6520  -1.3715  4.2722
H  6.1134  0.1211  3.4502
H  7.7774  0.0124  4.0848
O  13.3301  -2.7903  1.7884
S  14.3486  -1.8855  2.2313
O  14.8166  -0.8383  1.3791
O  15.5891  -2.7335  2.7596
C  16.1523  -3.7192  1.8693
C  17.0192  -3.1005  0.7906
C  13.8798  -1.1970  3.7824
H  15.3526  -4.3255  1.4409
H  16.7502  -4.3684  2.5057
H  16.4262  -2.5074  0.0959
H  17.5251  -3.8834  0.2254
H  17.7668  -2.4415  1.2315
H  13.5561  -1.9993  4.4392
H  13.0618  -0.5064  3.5895
H  14.7312  -0.6662  4.1992


Formula: C12H16N
Source: the OMol25 dataset
Level of theory: the ωB97M-V functional and the def2-TZVPD basis

Properties
**Total charge**: +1
**Total energy**: -521.0187 Ha
**Structure (SMILES)**: CC[C@]12C[C@H]3C4=C(C4)[C@]4([NH2+][C@@]314)[C@@H]2C

CARTESIAN COORDINATES (ANGSTROEM)
C  -1.1906  -1.1328  2.5269
C  -1.2756  0.1252  1.6654
C  -0.2251  0.0172  0.6042
C  1.3433  0.1141  1.0679
C  1.5437  1.4011  0.2027
C  2.1965  1.0090  -1.1047
C  1.4621  0.4328  -2.0780
C  2.9824  0.0523  -1.8951
C  0.0568  0.2190  -1.5267
N  -0.5603  1.5787  -1.3991
C  0.0888  1.2474  -0.1849
C  -0.5087  -0.8818  -0.5940
C  -2.0890  -0.9815  -0.9496
H  -1.5023  -2.0086  1.8375
H  -1.7714  -0.9575  3.5122
H  -0.1686  -1.4838  2.9281
H  -1.1172  0.9022  2.2918
H  -2.2877  0.2716  1.4025
H  1.7266  -0.8842  0.8153
H  1.1961  0.3223  2.0873
H  2.0020  2.2422  0.5020
H  3.5214  0.4712  -2.6709
H  3.2768  -0.8430  -1.5578
H  -0.1322  2.2660  -2.0744
H  -1.5531  1.6476  -1.5274
H  0.1962  -1.8241  -0.6557
H  -2.6475  -0.1184  -1.1220
H  -2.4689  -1.5611  -0.1602
H  -2.0943  -1.6431  -1.9435


Formula: C5H15N3O
Source: the OMol25 dataset
Level of theory: the ωB97M-V functional and the def2-TZVPD basis

Properties
**Total charge**: 0
**Total energy**: -438.9680 Ha
**Structure (SMILES)**: NC(N)=CO.CC(C)N

CARTESIAN COORDINATES (ANGSTROEM)
N  0.9181  -2.1013  -0.4899
C  1.4458  -0.8152  -0.2652
N  1.8351  -0.0982  -1.4174
C  1.8238  -0.4293  0.9801
O  2.6600  0.6810  1.1412
H  1.1164  -2.5026  -1.3961
H  1.1122  -2.7580  0.2538
H  2.3162  0.7608  -1.1836
H  2.3644  -0.6459  -2.0841
H  1.7012  -1.0808  1.8341
H  2.5096  1.0512  2.0165
C  -2.4811  -0.3303  -0.3931
C  -1.2749  0.5526  -0.1166
C  -1.1071  0.8980  1.3398
N  -1.3394  1.7612  -0.9204
H  -3.3998  0.1988  -0.1431
H  -2.5205  -0.6047  -1.4459
H  -2.4264  -1.2387  0.2022
H  -0.3125  -0.0669  -0.3718
H  -0.0203  1.1455  1.4915
H  -1.2841  0.0440  1.9887
H  -1.7665  1.7059  1.6320
H  -0.5265  2.3438  -0.7451
H  -1.3438  1.5291  -1.9075